[1]
The following is a DFT calculation (ωB97M-V/def2-TZVPD) of C54H49N4OP2PdSSi as an isolated structure.

Values from the calculation:
multiplicity: 5
total charge: +3
LUMO energy (alpha / beta): -7.44 / -10.99 eV
Kohn-Sham gap (alpha / beta): 5.9 / 4.7 eV

The geometry in XYZ format:
```
113
Properties=species:S:1:pos:R:3:forces:R:3:mulliken_spin:R:1
Pd -0.34612 0.89895 -0.17647 0.44 -0.38 -0.75 1.2207
C -0.08106 3.37510 2.13871 -0.14 0.10 0.12 0.0911
Si 0.36809 3.23210 0.31930 0.18 0.14 0.28 0.3506
C -0.79255 4.30207 -0.66990 -0.16 -0.05 -0.05 0.0688
C -0.42575 5.51328 -1.26964 -0.01 -0.06 -0.01 0.0111
C -1.37418 6.31126 -1.89003 0.02 0.03 -0.05 0.0012
C -2.70788 5.91386 -1.94146 -0.05 0.01 -0.01 0.0326
C -3.09407 4.70182 -1.39539 0.09 -0.11 0.01 0.0108
C -2.13972 3.90101 -0.75985 0.43 0.19 0.17 -0.0025
P -2.70140 2.29130 -0.13331 -1.06 0.92 -0.61 0.2552
C -3.51395 1.64556 -1.60181 0.05 -0.21 0.16 0.0700
C -2.67230 1.41498 -2.69797 -0.24 -0.02 -0.07 0.1042
C -3.19826 1.00974 -3.91063 0.02 0.01 -0.01 0.0005
C -4.57324 0.83221 -4.03870 -0.03 -0.03 -0.05 0.0482
C -5.41447 1.06355 -2.95766 -0.06 0.02 0.09 -0.0096
C -4.89073 1.46337 -1.73369 -0.08 -0.12 0.03 0.0252
C -3.85008 2.57720 1.19081 0.21 -0.29 0.16 0.1311
C -3.74127 3.75629 1.94648 -0.12 0.02 0.03 0.0591
C -4.56637 3.94454 3.04128 0.02 0.03 0.03 -0.0195
C -5.47631 2.95709 3.41139 0.06 0.04 -0.01 0.0871
C -5.58195 1.78108 2.67108 -0.03 -0.09 0.01 -0.0250
C -4.75948 1.57570 1.57995 0.00 0.10 0.05 0.0595
C 2.18392 3.57038 0.08682 -0.10 0.22 -0.12 0.0931
C 2.72857 4.85623 0.16246 0.01 -0.10 -0.02 -0.0186
C 4.09284 5.05972 -0.01492 -0.12 0.10 0.05 0.0139
C 4.92714 3.98225 -0.26500 0.10 -0.13 -0.03 -0.0030
C 4.40746 2.69542 -0.34374 -0.03 0.05 0.20 0.0119
C 3.04111 2.48983 -0.14285 0.30 0.00 -0.24 -0.0193
P 2.33685 0.82233 -0.04908 -0.14 0.66 0.48 0.1817
C 3.68118 -0.27659 -0.56670 -0.10 -0.24 -0.10 0.1018
C 3.98841 -0.26463 -1.93166 0.02 0.01 0.08 0.0609
C 5.00400 -1.06935 -2.42219 0.00 -0.07 0.01 -0.0052
C 5.71044 -1.90331 -1.55721 -0.02 0.03 -0.11 0.0344
C 5.39493 -1.93607 -0.20646 -0.07 -0.05 0.10 -0.0085
C 4.36755 -1.14238 0.29030 0.03 0.15 -0.07 0.0420
C 2.10431 0.57431 1.74881 -0.01 -0.26 -0.05 -0.0361
C 3.12444 0.79799 2.67245 -0.05 -0.01 0.11 -0.0091
C 2.88080 0.62756 4.03081 -0.03 0.06 -0.04 0.0104
C 1.61597 0.25554 4.47876 0.07 0.02 0.06 0.0046
C 0.58491 0.04691 3.57246 -0.13 -0.06 -0.02 0.0220
C 0.83939 0.19997 2.21923 0.38 0.08 -0.17 0.1555
H 0.74868 3.02874 2.76122 -0.08 -0.02 -0.06 0.0017
H -0.97837 2.80923 2.40706 0.05 0.07 0.07 -0.0220
H -0.26851 4.43176 2.37530 0.03 -0.15 -0.03 0.0161
H 0.60959 5.83772 -1.25012 -0.13 -0.03 -0.03 0.0030
H -1.07618 7.25098 -2.34169 -0.03 -0.07 0.04 0.0006
H -3.44916 6.54609 -2.41652 0.07 -0.03 0.04 0.0019
H -4.12830 4.38197 -1.45507 0.03 0.04 -0.03 0.0005
H -1.60768 1.57800 -2.60054 0.24 0.12 -0.04 -0.0071
H -2.54871 0.85031 -4.76345 -0.03 0.02 0.06 0.0005
H -4.99197 0.52494 -4.99061 0.03 0.04 0.07 0.0003
H -6.48727 0.95323 -3.07082 0.09 -0.01 0.01 0.0007
H -5.55486 1.65888 -0.89956 0.02 0.02 -0.11 0.0021
H -3.03929 4.52861 1.65710 -0.02 -0.02 0.00 0.0059
H -4.50241 4.86444 3.61128 0.00 -0.08 -0.04 0.0007
H -6.09608 3.09886 4.28847 -0.02 0.02 -0.09 0.0015
H -6.30516 1.02479 2.95649 0.08 0.07 -0.02 0.0003
H -4.83076 0.65490 1.01487 -0.01 -0.01 0.02 0.0141
H 2.08745 5.70814 0.36966 0.10 -0.06 0.00 -0.0015
H 4.50281 6.06166 0.04025 -0.03 -0.07 0.02 0.0004
H 5.99421 4.13746 -0.37781 -0.09 -0.01 -0.08 0.0002
H 5.07294 1.86159 -0.52852 -0.01 0.03 0.01 0.0045
H 3.43928 0.39115 -2.60184 0.08 -0.04 0.00 -0.0081
H 5.25032 -1.04820 -3.47730 0.00 0.02 0.07 0.0003
H 6.51039 -2.52657 -1.93878 -0.03 0.06 0.01 0.0007
H 5.96129 -2.57197 0.46554 -0.07 0.04 -0.05 0.0005
H 4.13789 -1.16257 1.35059 0.07 0.02 -0.05 0.0023
H 4.10402 1.11942 2.33367 -0.05 0.00 0.02 -0.0017
H 3.67447 0.80659 4.74489 -0.02 0.00 -0.01 0.0004
H 1.42754 0.14773 5.54084 0.03 0.00 -0.07 0.0002
H -0.40390 -0.22716 3.92446 0.06 0.04 -0.03 0.0005
H 0.02345 0.03962 1.49236 0.02 -0.43 0.56 -0.1651
N -5.99494 -4.20173 -0.72998 0.52 0.43 0.03 0.0007
C -5.10386 -3.47432 -0.65214 -0.35 -0.32 -0.02 0.0006
C -3.99343 -2.56220 -0.54243 -0.22 -0.10 0.01 0.0004
C -3.67167 -1.99034 0.68216 -0.04 -0.06 0.12 0.0008
C -2.61954 -1.09758 0.73389 0.04 -0.05 -0.11 -0.0060
N -1.86818 -0.79605 -0.33310 -0.15 0.17 0.14 0.0358
C -2.15778 -1.38455 -1.50101 -0.02 0.04 0.17 0.0017
C -3.22820 -2.23957 -1.65569 0.06 -0.17 -0.16 0.0117
H -4.23504 -2.23476 1.57349 0.01 0.04 -0.03 0.0007
H -2.37552 -0.60052 1.66444 0.04 0.04 0.03 -0.0038
H -1.50749 -1.16932 -2.33529 0.02 0.11 -0.08 0.0107
H -3.45173 -2.67056 -2.62298 0.02 0.03 0.05 0.0069
C 4.04181 -5.14031 2.14463 0.00 0.04 0.11 -0.0004
C 3.28564 -4.35730 3.21897 0.12 -0.10 -0.28 0.0021
C 1.81246 -4.16976 2.87572 0.11 0.11 0.14 -0.0039
N 1.68310 -3.20647 1.76341 0.16 -0.09 0.27 0.0262
C 1.00010 -3.33823 0.65775 -0.11 0.13 -0.17 -0.0638
S 1.14926 -2.12292 -0.57775 0.07 -0.64 -0.20 0.6653
N 0.16133 -4.36623 0.48649 -0.02 -0.23 -0.11 0.0085
C -0.58427 -4.64357 -0.71727 0.16 0.23 0.08 0.0160
O -1.73153 -4.95149 -0.60005 -0.17 -0.13 -0.06 0.0006
C 0.16151 -4.52833 -1.99050 -0.06 0.14 -0.03 0.0623
C -0.58428 -4.42521 -3.17164 -0.08 0.05 0.05 0.0026
C 0.05910 -4.34629 -4.38879 -0.05 -0.01 0.03 0.0422
C 1.45559 -4.41189 -4.44523 0.07 -0.02 0.01 0.0392
C 2.20164 -4.55762 -3.28594 0.07 0.01 -0.16 -0.0177
C 1.56502 -4.61297 -2.05697 0.01 0.01 0.16 0.0668
H 5.09045 -5.24994 2.42478 -0.06 0.01 -0.06 0.0000
H 4.00580 -4.63876 1.17138 0.00 -0.03 0.05 0.0002
H 3.62818 -6.14662 2.03648 0.02 0.08 -0.03 0.0000
H 3.75415 -3.37755 3.37630 -0.08 -0.06 0.09 0.0000
H 3.33522 -4.89373 4.16631 0.01 0.06 0.05 0.0000
H 1.26157 -3.78998 3.73555 -0.10 0.04 -0.03 0.0003
H 1.39045 -5.13002 2.58327 -0.06 0.03 -0.07 0.0003
H 2.27530 -2.38885 1.82850 0.02 0.08 -0.01 0.0213
H -0.16866 -4.87486 1.29521 -0.01 -0.06 0.07 0.0025
H -1.66580 -4.44007 -3.10832 0.06 0.03 -0.01 -0.0009
H -0.51847 -4.25957 -5.30111 0.05 -0.04 0.04 0.0009
H 1.95626 -4.38162 -5.40629 -0.04 0.01 0.06 0.0007
H 3.27800 -4.65756 -3.34112 -0.04 0.02 0.01 -0.0004
H 2.15150 -4.77925 -1.16128 -0.02 -0.07 -0.06 0.0115
```
Positions in Å, forces in eV/Å.

***

[2]
The following is a DFT calculation (ωB97M-V/def2-TZVPD) of C54H50F4N5O3P2Pd as an isolated structure.

Values from the calculation:
multiplicity: 5
total charge: +1
LUMO energy (alpha / beta): -3.12 / -3.12 eV
Kohn-Sham gap (alpha / beta): 4.6 / 6.1 eV

The geometry in XYZ format:
```
119
Properties=species:S:1:pos:R:3:forces:R:3:mulliken_spin:R:1
Pd 1.40028 1.02943 -1.16654 0.23 0.27 -0.50 0.6793
C -6.38058 -0.05769 -3.52729 -0.04 -0.02 -0.05 0.0000
C -5.92130 0.13588 -2.09492 -0.21 0.06 0.07 0.0000
N -4.53440 -0.25234 -1.89838 -0.02 -0.03 0.14 0.0004
C -3.56884 0.67268 -2.12939 0.46 0.19 0.08 -0.0054
C -2.23819 0.51878 -1.90955 -0.23 0.21 -0.09 -0.0021
C -1.33295 1.66834 -2.38243 -0.19 0.02 0.13 0.0131
O -1.85072 2.77014 -2.53959 -0.26 0.10 0.06 0.0116
O -0.13962 1.35219 -2.64456 0.39 -0.49 -0.16 0.0277
C -1.79461 -0.69204 -1.25914 0.45 -0.10 0.17 -0.0001
O -0.69042 -0.89028 -0.74687 -0.94 0.20 0.00 0.0082
C -2.81948 -1.76906 -1.22647 0.06 -0.18 0.05 -0.0042
C -2.41797 -3.05826 -0.87675 -0.29 0.07 0.01 0.0010
C -3.33523 -4.07470 -0.81842 0.06 0.10 0.04 -0.0004
F -2.93069 -5.30990 -0.42771 0.00 0.08 -0.02 0.0000
C -4.67998 -3.86143 -1.12960 0.12 0.14 -0.07 0.0001
C -5.08228 -2.58456 -1.48843 0.32 -0.07 0.09 -0.0003
C -4.16853 -1.52167 -1.52619 0.12 -0.27 -0.02 0.0035
N -5.66025 -4.89271 -1.10968 -0.01 0.08 -0.05 0.0000
C -6.68318 -4.81219 -0.08684 -0.10 0.10 0.23 0.0000
C -7.99953 -5.30655 -0.70631 -0.15 -0.05 -0.02 0.0000
N -7.63914 -6.13327 -1.90773 -0.10 0.12 -0.29 0.0000
C -6.54098 -7.09164 -1.57112 -0.10 -0.17 -0.01 0.0000
C -5.26165 -6.26933 -1.33381 0.22 -0.22 0.01 0.0000
H -7.41875 0.24423 -3.64049 -0.11 0.03 -0.01 0.0000
H -6.28625 -1.09751 -3.83749 0.01 -0.08 -0.02 0.0000
H -5.78001 0.54472 -4.20493 0.05 0.05 -0.04 0.0000
H -6.53831 -0.43017 -1.39404 0.01 0.06 -0.03 0.0000
H -6.00580 1.18330 -1.79803 -0.01 -0.08 -0.06 0.0000
H -3.91316 1.62352 -2.50974 0.01 0.14 -0.04 0.0003
H -1.38543 -3.23185 -0.61789 0.14 -0.01 0.02 0.0000
H -6.10644 -2.43541 -1.77965 -0.23 0.01 -0.06 0.0000
H -6.79847 -3.78095 0.24334 0.01 -0.09 -0.01 0.0000
H -6.42168 -5.41517 0.79321 -0.01 0.02 -0.01 0.0000
H -8.63110 -4.49421 -1.06347 0.02 0.00 0.05 0.0000
H -8.57407 -5.94515 -0.03662 0.01 0.06 0.00 0.0000
H -7.26905 -5.48255 -2.61394 -0.10 -0.16 0.14 0.0000
H -8.45934 -6.60889 -2.29036 0.13 0.07 0.08 0.0000
H -6.44061 -7.80081 -2.39162 0.03 0.03 0.07 0.0000
H -6.87066 -7.62607 -0.67877 0.07 0.01 -0.08 0.0000
H -4.61162 -6.31074 -2.21028 -0.04 0.00 0.10 0.0000
H -4.72075 -6.71357 -0.48748 -0.08 0.07 -0.16 0.0000
C 4.06908 3.71028 -1.20141 0.21 0.19 -0.19 0.0248
N 3.23798 3.24316 -0.08815 -0.13 0.06 0.30 0.0147
P 3.26330 1.52611 0.10798 -0.21 -0.11 0.17 -0.0045
C 4.95927 1.00595 -0.23206 -0.09 0.02 -0.12 0.0447
C 5.13156 0.01572 -1.19278 -0.15 -0.08 -0.04 0.0260
C 6.40097 -0.44727 -1.50508 0.00 0.01 0.03 -0.0035
C 7.50256 0.08922 -0.86296 0.02 0.02 0.04 0.0038
C 7.33708 1.08871 0.08930 0.06 -0.08 -0.07 -0.0138
C 6.07366 1.54562 0.40486 -0.03 0.09 0.03 0.0200
C 3.11279 1.31610 1.98380 0.04 0.05 0.02 -0.0078
C 3.78793 2.44915 2.69960 0.09 0.10 0.11 0.5076
C 4.81018 2.26237 3.56961 -0.07 0.06 -0.05 -0.0483
C 5.35726 0.98365 3.80404 -0.04 0.04 0.00 0.3995
C 4.81968 -0.12290 3.12880 -0.04 -0.11 -0.06 -0.0630
C 3.77073 0.00536 2.27818 0.11 -0.11 -0.01 0.4608
P 1.52698 3.51167 -0.41925 -0.03 -0.31 0.14 0.1185
C 1.45771 5.30860 -0.64049 -0.01 -0.03 -0.08 0.0491
C 0.56747 5.80336 -1.58587 0.00 -0.01 0.00 0.0118
C 0.44271 7.17424 -1.76170 0.02 -0.02 0.03 0.0041
C 1.21241 8.04214 -1.00673 -0.01 0.05 -0.01 0.0023
C 2.10848 7.54947 -0.06716 0.00 -0.06 0.01 0.0024
C 2.22995 6.18446 0.12111 -0.04 0.00 -0.06 0.0123
C 0.68931 3.28724 1.18023 -0.05 0.15 -0.14 0.3650
C -0.11567 4.27429 1.68055 0.12 0.05 0.00 -0.1401
C -1.20062 3.99596 2.52689 -0.07 0.05 0.08 0.4046
C -1.56680 2.65773 2.77813 0.02 -0.17 -0.01 -0.1226
C -0.77921 1.63702 2.36152 -0.21 0.18 -0.02 0.3993
C 0.51352 1.86189 1.65883 -0.05 -0.12 -0.36 -0.0435
H 5.11636 3.70271 -0.90134 -0.03 0.00 -0.07 -0.0030
H 3.78753 4.73487 -1.44894 0.09 -0.09 0.00 0.0015
H 3.95472 3.09480 -2.10215 0.01 0.02 -0.06 0.0020
H 4.26185 -0.39631 -1.69749 0.08 0.06 0.05 0.0013
H 6.52551 -1.22057 -2.24738 0.02 -0.08 -0.08 -0.0001
H 8.49363 -0.26623 -1.10421 0.08 -0.02 -0.02 0.0001
H 8.19801 1.50859 0.58524 0.11 0.05 0.06 0.0012
H 5.94941 2.32021 1.14768 -0.01 0.04 0.02 0.0235
H 3.36610 3.43217 2.54069 0.02 0.03 -0.01 -0.0009
H 5.21582 3.11476 4.09547 0.03 0.09 0.05 0.0052
H 6.17018 0.85635 4.49673 0.14 -0.01 0.11 0.0064
H 5.24798 -1.10225 3.29352 0.02 -0.07 0.01 0.0030
H 3.37627 -0.86434 1.76994 -0.05 -0.11 -0.06 -0.0229
H -0.03072 5.11651 -2.17159 -0.05 -0.07 -0.04 -0.0048
H -0.25115 7.55971 -2.49126 -0.09 0.05 -0.10 0.0001
H 1.11893 9.10861 -1.14986 -0.01 0.09 -0.01 0.0002
H 2.70703 8.23016 0.51804 0.07 0.08 0.07 0.0004
H 2.92238 5.78983 0.85092 0.08 -0.04 0.08 0.0003
H 0.02022 5.29681 1.35373 0.01 0.01 -0.02 0.0145
H -1.80763 4.80894 2.89831 -0.03 0.01 0.01 0.0125
H -2.48131 2.44899 3.31596 -0.05 -0.02 0.04 0.0033
H -1.04371 0.61142 2.56838 -0.06 -0.13 0.05 0.0164
H 0.51206 1.24003 0.72192 -0.23 0.04 0.38 0.1277
F 3.31349 -5.85705 -1.64974 -0.13 0.10 0.17 0.0001
C 3.58915 -4.89808 -2.54486 0.23 -0.15 -0.05 -0.0003
F 4.92593 -4.72973 -2.53006 -0.09 0.17 0.04 0.0000
F 3.28048 -5.39658 -3.75100 -0.13 0.15 -0.11 0.0001
C 2.86371 -3.60327 -2.25490 -0.04 0.05 -0.17 0.0010
C 2.65431 -2.68306 -3.28023 0.07 -0.35 0.30 0.0003
C 2.03935 -1.48386 -2.96526 -0.11 0.03 0.26 0.0007
N 1.64685 -1.18681 -1.72572 0.59 -0.06 -0.03 0.0658
C 1.82039 -2.08674 -0.75159 0.02 0.21 -0.28 -0.0232
C 2.42871 -3.30983 -0.96711 0.07 -0.02 -0.24 -0.0077
H 2.96366 -2.88714 -4.29372 0.03 -0.06 -0.05 0.0009
H 1.85243 -0.72708 -3.71897 0.01 0.00 0.04 -0.0003
H 1.45475 -1.79994 0.22791 0.03 0.00 -0.06 0.0166
H 2.56673 -4.00571 -0.15251 0.01 -0.04 -0.01 0.0008
C 1.66263 1.30454 2.46125 0.09 -0.12 -0.07 0.2534
C 1.45306 1.01998 3.88603 0.01 0.15 0.18 0.0785
C 1.04811 2.06313 4.72599 0.04 -0.15 0.04 0.0884
C 0.85470 1.85333 6.07828 0.03 -0.08 -0.04 -0.0225
C 1.05419 0.59181 6.61974 0.02 -0.03 0.01 0.0332
C 1.44574 -0.45262 5.79753 -0.03 -0.01 0.13 -0.0097
C 1.64466 -0.24060 4.44428 0.00 -0.01 -0.03 0.1629
H 0.89433 3.04466 4.30677 -0.01 0.17 -0.07 0.0187
H 0.55225 2.67383 6.70902 -0.04 0.11 0.10 0.0016
H 0.90679 0.42556 7.67656 -0.01 -0.02 0.08 0.0031
H 1.59783 -1.43948 6.21105 0.00 -0.06 0.04 0.0009
H 1.93786 -1.06684 3.81515 0.02 -0.06 -0.06 -0.0081
```
Positions in Å, forces in eV/Å.

***

Calculated max |F| (eV/Å), listed in the same order as above: 1.5; 1.0
Calculated molecular weight (g mol⁻¹), listed in the same order as above: 998.53; 1061.39